Entry 1:
DFT (ωB97M-V/def2-TZVPD) results for C18H22N5O2PdSTe as an isolated structure.

**Orbital gap (alpha / beta)**: 0.2318 / 0.2183 Eh
**LUMO level (alpha / beta)**: 2.581 / 2.192 eV
**Net charge**: -1
**2S+1**: 3
**Strongest force on any atom**: 0.629 eV/Å

Each line ends with the Löwdin charge.
Atoms and positions in Å:
Pd1 1.20176 -1.20215 0.37686  0.549
N1 2.61171 -3.47966 3.91392  0.023
C1 2.54903 -2.83385 2.69446  -0.916
S1 1.57877 -3.60190 1.46776  0.486
N2 3.24284 -1.73850 2.60395  -0.030
N3 3.09712 -1.08485 1.40483  -0.157
C2 3.95306 -0.17677 1.12394  -0.111
C3 3.96002 0.59003 -0.10865  -0.161
C4 4.80608 1.70317 -0.16468  -0.075
C5 4.91022 2.49776 -1.28824  -0.132
C6 4.14901 2.16236 -2.40973  -0.117
C7 3.31627 1.06618 -2.39733  -0.041
C8 3.18197 0.23339 -1.25699  -0.401
O1 2.42435 -0.81369 -1.31565  -0.188
H1 2.40381 -4.46229 3.87614  0.047
H2 3.39637 -3.21032 4.48743  0.074
H3 4.73300 0.03350 1.85793  0.117
H4 5.39136 1.94272 0.71816  0.100
H5 5.56503 3.35947 -1.29710  0.082
H6 4.21133 2.77061 -3.30590  0.090
H7 2.72744 0.80064 -3.26697  0.106
C9 -5.19432 1.64642 -1.77201  -0.068
C10 -3.92955 1.42559 -0.98354  -0.297
C11 -2.69737 1.84410 -1.46329  -0.032
C12 -1.52086 1.66221 -0.73704  -0.323
C13 -0.21668 2.10692 -1.34032  -0.099
C14 -1.57476 1.05196 0.52324  -0.541
Te1 0.19515 0.83527 1.68239  0.874
C15 -2.81132 0.59902 1.01224  -0.335
C16 -2.93210 -0.09487 2.34306  -0.120
C17 -3.96364 0.79667 0.25524  -0.047
H8 -4.97388 2.04149 -2.76431  0.067
H9 -5.85709 2.35585 -1.27071  0.074
H10 -5.75292 0.71576 -1.89723  0.069
H11 -2.64047 2.31720 -2.43954  0.106
H12 -0.34635 2.37146 -2.39123  0.073
H13 0.53907 1.32207 -1.26771  0.032
H14 0.18626 2.97306 -0.80892  0.074
H15 -2.23652 -0.93197 2.40975  0.035
H16 -3.94921 -0.46247 2.49411  0.066
H17 -2.68259 0.58127 3.16374  0.064
H18 -4.91484 0.44462 0.64678  0.107
N4 -2.73820 -2.37355 -1.32418  0.158
C18 -1.63345 -2.24510 -0.51045  -0.644
N5 -1.64956 -2.95980 0.64672  0.159
O2 -0.71000 -1.50689 -0.83621  -0.061
H19 -3.60858 -2.61233 -0.87904  0.090
H20 -2.79694 -1.63849 -2.01097  0.100
H21 -2.25471 -3.76117 0.69943  0.099
H22 -0.74507 -3.06012 1.10584  -0.027



Entry 2:
DFT (ωB97M-V/def2-TZVPD) results for C18H22N5PdSb as an isolated structure at a distorted geometry.

**Orbital gap (alpha / beta)**: 0.3570 / 0.2184 Eh
**LUMO level (alpha / beta)**: -12.130 / -15.881 eV
**Net charge**: +4
**2S+1**: 5
**Strongest force on any atom**: 1.292 eV/Å

Each line ends with the Löwdin charge.
Atoms and positions in Å:
Pd1 -0.33132 0.07373 0.23954  1.029
C1 0.84123 0.76575 2.97905  -0.027
C2 1.99558 0.29727 2.14654  -0.280
C3 3.29363 0.22010 2.64498  0.058
C4 4.32456 -0.20761 1.83154  0.050
C5 4.04540 -0.56063 0.50826  -0.037
C6 2.74066 -0.46813 0.08594  -0.406
N1 1.73536 -0.05274 0.87451  -0.036
Sb1 2.11776 -0.94585 -1.88802  1.891
C7 0.55492 -2.33915 -1.54611  -0.408
C8 0.50743 -3.57860 -2.13853  -0.036
C9 -0.57255 -4.40697 -1.82225  0.051
C10 -1.52676 -3.95329 -0.93234  0.059
C11 -1.41059 -2.68572 -0.36872  -0.281
C12 -2.41220 -2.15175 0.60911  -0.028
N2 -0.37338 -1.88904 -0.68522  -0.037
C13 1.06014 0.80369 -2.45727  -0.409
C14 1.32111 1.48321 -3.62198  -0.038
C15 0.57403 2.63659 -3.88323  0.049
C16 -0.36288 3.04848 -2.95887  0.056
C17 -0.56213 2.31836 -1.78745  -0.278
C18 -1.55781 2.75792 -0.75813  -0.018
N3 0.13949 1.19581 -1.55700  -0.035
H1 1.18081 1.16430 3.93363  0.112
H2 0.30811 1.57726 2.46712  0.065
H3 0.16897 -0.07046 3.20194  0.087
H4 3.48507 0.50242 3.67226  0.151
H5 5.33833 -0.26481 2.20956  0.154
H6 4.83439 -0.89465 -0.15329  0.131
H7 1.27533 -3.90957 -2.82595  0.131
H8 -0.65590 -5.39127 -2.26733  0.154
H9 -2.36878 -4.57816 -0.66364  0.151
H10 -3.18711 -2.88505 0.82636  0.114
H11 -1.91588 -1.92080 1.56033  0.077
H12 -2.91500 -1.27192 0.18948  0.080
H13 2.07847 1.14656 -4.31835  0.130
H14 0.73915 3.20111 -4.79308  0.154
H15 -0.94264 3.94739 -3.12648  0.153
H16 -1.66029 3.84270 -0.76021  0.115
H17 -2.54450 2.33885 -0.97514  0.103
H18 -1.22482 2.47397 0.25091  0.041
N4 -2.76416 1.93968 3.02347  0.209
N5 -2.90819 0.93832 2.17104  0.124
H19 -2.68805 1.74016 4.02236  0.186
H20 -3.12817 2.85905 2.77074  0.183
H21 -3.60067 1.11685 1.44117  0.158
H22 -3.04612 0.03663 2.62875  0.149



Entry 3:
DFT (ωB97M-V/def2-TZVPD) results for C18H23AlBBeCaCl4F6N4O2S as an isolated structure at a distorted geometry.

**Orbital gap**: 0.0728 Eh
**LUMO level**: -8.028 eV
**Net charge**: +1
**Strongest force on any atom**: 3.628 eV/Å

Each line ends with the Löwdin charge.
Atoms and positions in Å:
C1 0.60483 2.97165 -0.44348  -0.128
C2 0.00793 2.49193 -1.81646  -0.659
Cl1 1.02314 3.12141 -3.22550  0.549
C3 -0.30715 0.94702 -1.91186  -0.144
C4 0.82886 -0.00536 -1.44277  -0.049
C5 0.72494 -0.80364 -0.20404  0.034
B1 -0.58443 -0.69982 0.73979  -0.499
O1 -1.85041 -0.84670 0.10836  0.093
N1 -0.42320 -0.50455 2.20788  -0.028
C6 -1.65115 -0.10781 2.88436  -0.050
C7 0.71434 0.36738 2.56786  -0.030
C8 1.84587 -1.76458 0.21139  -0.113
C9 1.74542 -2.66022 1.48670  -0.146
C10 0.66713 -3.67723 1.61642  0.012
C11 0.68806 -4.50618 2.84391  -0.332
N2 1.61594 -4.45520 3.91597  -0.145
C12 2.58620 -3.48117 3.75230  -0.110
C13 2.74755 -2.55950 2.61411  0.035
C14 3.10246 -1.93284 -0.54467  0.053
C15 3.26219 -1.14459 -1.81365  -0.319
N3 4.34220 -1.21052 -2.65327  -0.252
S1 3.99543 -0.17933 -3.92663  1.002
N4 2.48231 0.33976 -3.43633  -0.274
C16 2.11258 -0.22322 -2.23302  -0.213
H1 -0.17038 2.82670 0.37472  0.079
H2 1.60996 2.54218 -0.18851  0.083
H3 0.72874 4.09827 -0.52280  0.081
H4 -0.98883 3.02128 -1.93320  0.084
H5 -1.28532 0.78848 -1.36376  0.119
H6 -0.53400 0.70146 -2.99845  0.134
H7 -2.30176 -1.57952 0.58041  0.118
H8 -2.55735 -0.69571 2.56373  0.112
H9 -1.54622 -0.31299 4.00379  0.134
H10 -1.77806 1.03259 2.76647  0.128
H11 0.87399 1.23302 1.85852  0.102
H12 0.56534 0.73539 3.62910  0.108
H13 1.70201 -0.19223 2.59213  0.088
H14 -0.11742 -3.84704 0.82723  0.135
H15 -0.14825 -5.30720 2.91942  0.053
H16 3.35460 -3.40228 4.57199  0.130
H17 3.59630 -1.82349 2.58255  0.130
H18 3.89533 -2.64249 -0.17539  0.119
Ca1 1.23393 -6.81003 3.12767  1.697
F1 -2.24128 1.46176 1.04020  -0.332
C17 -2.18513 3.31096 5.37215  -0.144
O2 -1.49996 2.06391 5.31063  -0.145
H19 -3.22997 3.14803 5.11326  0.082
H20 -2.12330 3.71825 6.38382  0.079
H21 -1.74263 4.01298 4.66128  0.078
H22 -0.57972 2.23328 5.54332  0.074
C18 -0.97596 3.66934 -6.47954  -1.484
Cl2 -2.03305 2.28754 -6.69663  0.632
Cl3 -0.27080 4.18469 -8.00517  0.616
Cl4 -1.87645 5.01957 -5.72232  0.562
H23 -0.16994 3.38002 -5.80821  -0.020
F2 1.08437 -3.62592 5.73487  -0.528
Be1 -3.31873 4.27855 -4.11980  0.614
F3 -1.60094 -2.75455 -5.99922  -0.239
Al1 -3.05146 -1.80305 -5.76621  -0.010
F4 -3.16714 -0.58513 -7.04470  -0.268
F5 -2.97887 -0.99824 -4.20453  -0.251
F6 -4.45274 -2.84507 -5.82615  -0.232



Entry 4:
DFT (ωB97M-V/def2-TZVPD) results for C18H23AsF6MoNO3S as an isolated structure at a distorted geometry.

**Orbital gap (alpha / beta)**: 0.2328 / 0.2545 Eh
**LUMO level (alpha / beta)**: -8.546 / -8.111 eV
**Net charge**: +2
**2S+1**: 2
**Strongest force on any atom**: 1.105 eV/Å

Each line ends with the Löwdin charge.
Atoms and positions in Å:
Mo1 0.22089 0.18374 -0.69165  1.733
C1 6.99568 0.02027 3.01359  0.005
O1 6.10388 0.00147 1.87386  -0.005
C2 4.80887 0.01833 2.05488  -0.229
C3 4.17947 0.08605 3.32022  0.042
C4 2.81674 0.09509 3.39002  0.046
C5 2.00846 0.03167 2.22661  -0.098
C6 0.61433 -0.00024 2.29703  -0.260
C7 -0.18706 0.10236 3.54430  0.043
O2 -0.07318 -0.12654 1.20656  -0.169
C8 2.68313 -0.01291 0.98057  -0.210
O3 1.96114 -0.03610 -0.18783  -0.326
C9 4.03737 -0.01853 0.87163  0.120
H1 7.99064 -0.06544 2.59447  0.108
H2 6.78764 -0.82880 3.66178  0.107
H3 6.89131 0.96371 3.54621  0.109
H4 4.76588 0.13384 4.22444  0.125
H5 2.34193 0.14951 4.36020  0.135
H6 0.15603 -0.60848 4.29553  0.111
H7 -1.23622 -0.07343 3.32775  0.105
H8 -0.07374 1.10852 3.95573  0.125
H9 4.52669 -0.04146 -0.09138  0.155
C10 -2.47526 -0.76001 -0.69096  -0.066
C11 -1.73193 -1.65881 -1.67910  -0.477
C12 -2.36989 -3.04126 -1.76835  -0.049
C13 -0.26243 -1.75416 -1.23320  -0.230
H10 -3.43689 -0.40877 -1.06317  0.116
H11 -1.93304 0.18350 -0.49905  0.004
H12 -2.60555 -1.24263 0.27714  0.107
H13 -1.76758 -1.19589 -2.67009  0.115
H14 -2.35360 -3.53386 -0.79485  0.095
H15 -1.84341 -3.67754 -2.48002  0.091
H16 -3.40896 -2.96035 -2.09043  0.096
H17 0.41346 -2.11032 -2.00617  0.060
H18 -0.16390 -2.37031 -0.33444  0.097
F1 0.74241 2.63559 -0.30654  -0.272
As1 -0.83266 3.30496 -0.72956  0.842
F2 -1.42497 2.25934 0.51968  -0.227
F3 -0.68540 4.67676 0.21042  -0.128
F4 -2.40364 3.50576 -1.30090  -0.154
F5 -0.16711 3.89645 -2.17286  -0.176
F6 -0.84723 1.50262 -1.72000  -0.473
S1 1.51485 0.45190 -2.77909  0.757
C14 0.35288 0.41070 -4.08789  -0.625
N1 -0.17386 1.60309 -4.46096  0.079
C15 -1.00415 1.77237 -5.50362  0.003
C16 -1.37315 0.68523 -6.25617  0.004
C17 -0.86554 -0.56303 -5.91037  0.013
C18 -0.00463 -0.70208 -4.83137  -0.052
H19 0.09544 2.41214 -3.90652  0.130
H20 -1.33920 2.78228 -5.69172  0.154
H21 -2.03307 0.81608 -7.10074  0.133
H22 -1.13402 -1.43254 -6.49634  0.136
H23 0.42462 -1.66033 -4.57677  0.124



Entry 5:
DFT (ωB97M-V/def2-TZVPD) results for C18H23ClN4O2PSW as an isolated structure.

**Orbital gap (alpha / beta)**: 0.2444 / 0.2444 Eh
**LUMO level (alpha / beta)**: -11.141 / -11.141 eV
**Net charge**: +3
**Strongest force on any atom**: 0.108 eV/Å

Each line ends with the Löwdin charge.
Atoms and positions in Å:
W1 -0.01282 0.34314 0.26286  1.123
C1 -1.82742 -3.25023 -1.52308  0.039
C2 -1.16444 -1.95206 -1.25353  -0.176
N1 -0.75302 -1.58602 -0.07525  -0.082
N2 -0.90990 -2.44547 1.00634  0.056
C3 -0.85579 -1.91998 2.24027  -0.654
N3 -0.92123 -2.68883 3.29498  0.203
S1 -0.76828 -0.17802 2.41399  0.746
C4 -0.87634 -0.96235 -2.30584  -0.203
C5 -0.98899 -1.23784 -3.64896  0.064
C6 -0.58462 -0.27143 -4.57547  0.045
C7 -0.09111 0.93245 -4.11688  0.033
C8 -0.03923 1.15946 -2.74514  -0.080
N4 -0.42063 0.24066 -1.85400  -0.066
H1 -2.49704 -3.51783 -0.70432  0.109
H2 -1.07628 -4.04142 -1.63404  0.135
H3 -2.41098 -3.21868 -2.43823  0.103
H4 -0.86184 -3.44294 0.83658  0.179
H5 -1.01442 -3.69637 3.25266  0.159
H6 -0.86692 -2.27850 4.21905  0.145
H7 -1.35880 -2.19346 -3.99218  0.138
H8 -0.65163 -0.47492 -5.63639  0.147
H9 0.24519 1.70226 -4.79805  0.143
H10 0.31936 2.09964 -2.34646  0.120
Cl1 1.25208 2.70250 0.75678  0.695
C9 2.94328 2.11885 0.90651  -0.333
C10 3.02071 0.62009 0.72169  -0.523
O1 3.97656 -0.03912 0.86268  0.251
O2 1.79424 0.04272 0.33391  -0.289
H11 3.30395 2.38814 1.89675  0.122
H12 3.53765 2.61676 0.14300  0.121
C11 -1.81816 3.47851 -0.84404  -0.208
P1 -1.82162 2.10643 0.33323  0.735
C12 -2.19926 2.88460 1.91751  -0.219
C13 -3.16192 0.97787 -0.11543  -0.391
C14 -3.52136 0.80808 -1.45827  -0.100
C15 -4.54270 -0.06272 -1.80139  -0.043
C16 -5.21457 -0.77278 -0.81152  -0.027
C17 -4.87288 -0.60228 0.52492  -0.039
C18 -3.85107 0.26665 0.87464  -0.102
H13 -1.71515 3.14972 -1.87493  0.036
H14 -1.00577 4.16677 -0.60664  0.057
H15 -2.76457 4.01320 -0.74344  0.086
H16 -3.13638 3.43641 1.82619  0.085
H17 -1.40328 3.58726 2.16966  0.063
H18 -2.29022 2.15909 2.72290  0.027
H19 -3.03757 1.38232 -2.23922  0.102
H20 -4.84308 -0.16077 -2.83653  0.125
H21 -6.02842 -1.43373 -1.08014  0.128
H22 -5.42623 -1.12109 1.29651  0.126
H23 -3.62206 0.41644 1.92177  0.091



Question: strongest force on any atom of number 5 (C18H23ClN4O2PSW)?
Answer: 0.108 eV/Å